(w)
# C12H48N24O12

12 unconnected molecules or ions with the total composition C12H48N24O12 (the ωB97M-V functional and the def2-TZVPD basis, the OMol25 dataset).

Properties
structure (SMILES) = NC(N)=O.NC(N)=O.NC(N)=O.NC(N)=O.NC(N)=O.NC(N)=O.NC(N)=O.NC(N)=O.NC(N)=O.NC(N)=O.NC(N)=O.NC(N)=O
LUMO level = -0.26 eV

The geometry in ORCA input format:
```
! RIJCOSX wB97M-V def2-TZVPD def2/J DEFGRID3
* xyz 0 1
N -7.92 0.73 0.26
C -6.85 0.96 0.98
N -7.06 0.80 2.24
O -5.77 1.14 0.56
H -7.90 0.92 -0.74
H -8.80 0.31 0.52
H -7.99 0.57 2.58
H -6.43 0.87 3.03
N 5.66 -5.77 -0.87
C 5.57 -6.49 -1.99
N 6.45 -7.44 -2.15
O 4.64 -6.14 -2.69
H 6.37 -6.02 -0.19
H 4.99 -5.05 -0.67
H 7.00 -7.69 -1.35
H 6.43 -8.01 -2.98
N 0.11 0.52 -0.49
C 0.39 -0.63 0.00
N -0.62 -1.29 0.39
O 1.49 -1.15 -0.01
H 0.90 1.11 -0.71
H -0.77 0.99 -0.64
H -1.48 -0.78 0.29
H -0.70 -1.95 1.16
N 1.26 8.25 3.51
C 2.37 7.78 3.03
N 2.16 6.45 2.85
O 3.50 8.27 3.08
H 1.42 9.06 4.08
H 0.40 7.71 3.43
H 1.25 6.02 2.94
H 2.89 6.09 2.25
N 1.84 5.70 -5.46
C 1.71 6.13 -4.20
N 0.81 7.08 -4.24
O 2.12 5.58 -3.22
H 1.22 6.10 -6.16
H 2.62 5.10 -5.68
H 0.54 7.35 -5.17
H 0.34 7.44 -3.42
N -5.25 -6.43 3.64
C -4.23 -5.70 3.90
N -4.54 -4.94 4.90
O -3.03 -5.82 3.67
H -6.11 -5.93 3.82
H -5.15 -7.23 3.04
H -3.82 -4.40 5.36
H -5.39 -5.10 5.42
N 7.24 6.63 -1.70
C 7.81 5.85 -0.86
N 7.27 4.67 -0.79
O 8.79 6.25 -0.26
H 6.34 6.39 -2.10
H 7.76 7.49 -1.73
H 6.46 4.43 -1.34
H 7.85 4.05 -0.25
N 9.07 -1.83 1.80
C 9.96 -1.15 2.50
N 10.93 -1.81 2.90
O 9.66 -0.06 3.02
H 8.26 -1.41 1.37
H 9.40 -2.71 1.44
H 10.92 -2.82 2.89
H 11.40 -1.24 3.59
N -4.76 5.15 -4.19
C -4.47 4.32 -5.15
N -3.70 3.30 -4.73
O -5.10 4.25 -6.16
H -4.40 5.15 -3.24
H -5.48 5.82 -4.38
H -3.39 2.59 -5.37
H -3.06 3.33 -3.94
N -1.35 -8.83 -2.77
C -1.59 -8.44 -1.57
N -0.76 -7.55 -1.23
O -2.55 -8.83 -0.85
H -0.57 -8.46 -3.31
H -2.09 -9.39 -3.16
H -0.06 -7.21 -1.88
H -0.83 -7.13 -0.32
N -5.28 -4.78 -2.90
C -6.44 -4.82 -3.37
N -6.91 -6.04 -3.44
O -7.03 -3.81 -3.76
H -4.85 -5.66 -2.64
H -4.93 -3.90 -2.56
H -7.89 -6.23 -3.59
H -6.31 -6.79 -3.13
N -2.46 3.05 5.17
C -2.34 3.02 6.47
N -3.27 3.79 6.95
O -1.57 2.40 7.14
H -2.02 2.34 4.60
H -2.84 3.83 4.66
H -4.05 3.91 6.32
H -3.39 3.79 7.95
*
```



(x)
# C12H48N24O12

12 unconnected molecules or ions with the total composition C12H48N24O12 (the ωB97M-V functional and the def2-TZVPD basis, the OMol25 dataset).

Properties
structure (SMILES) = NC(N)=O.NC(N)=O.NC(N)=O.NC(N)=O.NC(N)=O.NC(N)=O.NC(N)=O.NC(N)=O.NC(N)=O.NC(N)=O.NC(N)=O.NC(N)=O
LUMO level = -0.58 eV

The geometry in ORCA input format:
```
! RIJCOSX wB97M-V def2-TZVPD def2/J DEFGRID3
* xyz 0 1
N -30.16 27.38 29.20
C -30.39 27.15 30.47
N -30.01 28.13 31.24
O -30.84 26.09 30.87
H -30.46 26.67 28.54
H -29.63 28.16 28.84
H -29.88 28.15 32.24
H -29.86 29.01 30.78
N -31.51 35.32 30.59
C -30.63 35.33 29.60
N -30.76 34.29 28.80
O -29.77 36.18 29.50
H -31.32 36.00 31.31
H -32.35 34.78 30.43
H -31.60 33.82 29.10
H -30.40 34.16 27.87
N -26.62 30.41 31.28
C -26.50 30.53 32.59
N -25.61 29.69 32.93
O -27.11 31.19 33.42
H -27.40 30.97 31.00
H -26.32 29.67 30.66
H -25.01 29.34 32.19
H -25.30 29.65 33.89
N -27.62 36.00 31.63
C -26.63 35.09 31.59
N -27.17 34.11 31.02
O -25.49 35.15 32.06
H -28.51 35.74 31.23
H -27.52 36.92 32.02
H -26.51 33.49 30.57
H -28.09 34.27 30.63
N -28.45 30.28 27.17
C -28.34 31.62 27.12
N -28.06 32.09 28.30
O -28.26 32.30 26.12
H -28.09 29.75 27.95
H -28.24 29.88 26.26
H -27.98 33.09 28.19
H -28.31 31.56 29.12
N -28.58 35.49 24.95
C -28.88 36.60 25.44
N -29.92 36.44 26.11
O -28.26 37.64 25.50
H -29.29 34.77 24.96
H -27.72 35.23 24.50
H -30.53 35.65 25.96
H -30.06 37.13 26.83
N -25.59 34.43 22.25
C -26.51 33.74 22.78
N -26.02 32.96 23.65
O -27.68 33.80 22.57
H -25.88 35.18 21.64
H -24.61 34.24 22.38
H -26.67 32.73 24.39
H -25.03 33.02 23.87
N -24.25 29.25 24.75
C -25.38 29.73 25.22
N -25.14 30.85 25.96
O -26.45 29.23 25.04
H -24.28 28.39 24.23
H -23.42 29.78 24.99
H -25.90 31.37 26.38
H -24.27 31.35 26.06
N -26.77 26.47 28.34
C -26.55 27.62 28.92
N -25.25 27.68 29.15
O -27.29 28.61 29.11
H -26.02 25.94 27.93
H -27.71 26.10 28.34
H -24.66 27.27 28.44
H -24.89 28.39 29.77
N -30.02 32.56 32.13
C -30.11 31.79 31.10
N -31.40 31.69 30.71
O -29.28 31.10 30.61
H -29.12 32.53 32.58
H -30.79 33.20 32.28
H -32.09 32.16 31.29
H -31.55 31.17 29.87
N -28.60 27.65 25.00
C -29.93 27.79 24.90
N -30.70 27.05 25.64
O -30.50 28.50 24.15
H -27.90 28.31 24.71
H -28.24 26.91 25.58
H -30.31 26.25 26.12
H -31.69 27.18 25.53
N -29.87 30.88 23.41
C -30.45 31.35 22.39
N -30.01 32.48 21.91
O -31.34 30.78 21.77
H -30.18 30.00 23.78
H -29.36 31.54 23.98
H -29.23 32.97 22.32
H -30.41 32.80 21.04
*
```



(y)
# C12H48N24O12

12 unconnected molecules or ions with the total composition C12H48N24O12 (the ωB97M-V functional and the def2-TZVPD basis, the OMol25 dataset).

Properties
structure (SMILES) = NC(N)=O.NC(N)=O.NC(N)=O.NC(N)=O.NC(N)=O.NC(N)=O.NC(N)=O.NC(N)=O.NC(N)=O.NC(N)=O.NC(N)=O.NC(N)=O
LUMO level = -0.37 eV

The geometry in ORCA input format:
```
! RIJCOSX wB97M-V def2-TZVPD def2/J DEFGRID3
* xyz 0 1
N -5.23 -23.90 -25.47
C -6.37 -23.51 -24.89
N -6.33 -22.21 -24.40
O -7.38 -24.20 -24.79
H -5.43 -24.72 -26.03
H -4.36 -23.49 -25.19
H -5.61 -21.60 -24.73
H -7.14 -21.94 -23.87
N -7.59 -24.07 -20.88
C -8.08 -23.68 -19.68
N -9.23 -23.01 -19.80
O -7.54 -23.92 -18.59
H -6.75 -24.61 -20.87
H -8.03 -23.89 -21.77
H -9.79 -22.79 -19.00
H -9.51 -22.81 -20.74
N -14.51 -19.17 -22.34
C -15.69 -19.43 -21.69
N -16.17 -18.36 -21.05
O -16.32 -20.48 -21.75
H -14.01 -18.33 -22.15
H -14.20 -19.80 -23.07
H -15.62 -17.54 -20.86
H -17.09 -18.36 -20.65
N -13.09 -17.14 -25.02
C -14.07 -16.42 -24.42
N -14.77 -15.69 -25.33
O -14.17 -16.33 -23.20
H -12.60 -17.74 -24.38
H -13.10 -17.19 -26.02
H -14.18 -14.97 -25.72
H -15.61 -15.27 -24.95
N -14.52 -23.67 -24.87
C -15.23 -23.98 -25.95
N -15.11 -23.11 -26.99
O -15.92 -25.00 -26.05
H -14.62 -24.40 -24.18
H -14.02 -22.79 -24.78
H -14.51 -22.34 -26.81
H -15.51 -23.32 -27.89
N -10.20 -26.66 -20.05
C -11.29 -26.03 -20.56
N -12.43 -26.69 -20.30
O -11.26 -24.98 -21.22
H -9.39 -26.07 -20.19
H -10.30 -27.20 -19.21
H -13.20 -26.43 -20.90
H -12.41 -27.59 -19.86
N -16.20 -23.49 -22.14
C -15.11 -23.44 -21.29
N -14.06 -22.76 -21.79
O -15.09 -23.99 -20.20
H -16.97 -24.00 -21.74
H -16.36 -22.58 -22.55
H -14.29 -22.18 -22.58
H -13.20 -22.64 -21.27
N -10.99 -22.35 -22.72
C -10.11 -21.35 -23.02
N -10.69 -20.34 -23.68
O -8.92 -21.40 -22.67
H -10.66 -23.25 -22.41
H -11.85 -22.12 -23.19
H -10.21 -19.46 -23.76
H -11.70 -20.35 -23.77
N -12.31 -26.50 -25.53
C -12.24 -26.40 -24.17
N -12.01 -25.12 -23.80
O -12.32 -27.43 -23.51
H -12.44 -27.40 -25.96
H -11.89 -25.75 -26.05
H -12.31 -24.46 -24.49
H -12.03 -24.87 -22.81
N -14.75 -19.94 -26.01
C -13.56 -20.33 -25.52
N -12.57 -20.07 -26.47
O -13.34 -20.98 -24.50
H -14.82 -19.51 -26.91
H -15.56 -20.19 -25.45
H -12.49 -19.21 -26.96
H -11.85 -20.78 -26.48
N -8.24 -16.06 -23.93
C -7.99 -17.36 -24.10
N -6.71 -17.70 -23.88
O -8.83 -18.22 -24.41
H -9.18 -15.74 -24.11
H -7.48 -15.42 -23.78
H -5.94 -17.10 -23.67
H -6.59 -18.59 -23.41
N -7.36 -20.35 -20.01
C -6.66 -19.20 -20.07
N -5.93 -19.00 -18.97
O -6.66 -18.43 -21.03
H -7.34 -21.01 -19.25
H -7.78 -20.66 -20.87
H -5.58 -19.78 -18.43
H -5.49 -18.12 -18.78
*
```



Energetically preferred structure: (y) | next structure: +0.2407 hartree



(w)
# C20H18FNO5

A single C20H18FNO5 molecule (the ωB97M-V functional and the def2-TZVPD basis, the OMol25 dataset).

Properties
structure (SMILES) = N[C@](CC1c2ccccc2Oc2ccccc21)(C(=O)O)[C@H]1C[C@]1(F)C(=O)O
LUMO level = 0.33 eV

The geometry in ORCA input format:
```
! RIJCOSX wB97M-V def2-TZVPD def2/J DEFGRID3
* xyz 0 1
N 0.72 1.75 -1.32
C 0.57 1.77 0.12
C -0.63 0.80 0.42
C -0.60 -0.72 0.06
C -1.70 -1.46 0.73
C -1.63 -1.69 2.12
C -2.58 -2.24 2.82
C -3.84 -2.54 2.17
C -3.95 -2.36 0.80
C -2.85 -1.92 0.04
O -3.08 -1.57 -1.30
C -1.95 -1.38 -2.04
C -1.89 -1.63 -3.35
C -0.69 -1.90 -4.08
C 0.52 -1.69 -3.40
C 0.55 -1.32 -2.04
C -0.70 -1.06 -1.41
C 0.39 3.11 0.85
O 0.10 4.06 0.15
O 0.29 3.19 2.21
C 1.85 1.11 0.63
C 3.05 0.68 -0.27
C 3.20 1.99 0.56
F 3.26 2.91 -0.43
C 4.11 2.08 1.82
O 4.62 3.19 1.97
O 4.25 1.07 2.65
H -0.23 1.73 -1.79
H 1.21 2.63 -1.61
H -0.86 0.97 1.54
H -1.49 1.14 -0.22
H 0.25 -1.17 0.47
H -0.74 -1.41 2.67
H -2.34 -2.46 3.84
H -4.65 -2.90 2.74
H -4.85 -2.51 0.35
H -2.77 -1.76 -3.89
H -0.52 -2.25 -5.08
H 1.41 -1.71 -3.98
H 1.53 -1.16 -1.56
H 0.19 4.12 2.30
H 1.65 0.53 1.52
H 3.61 -0.19 0.01
H 2.86 0.73 -1.37
H 4.35 1.43 3.56
*
```



(x)
# C20H18FNO5

A single C20H18FNO5 molecule (the ωB97M-V functional and the def2-TZVPD basis, the OMol25 dataset).

Properties
structure (SMILES) = CCCNC(=O)COc1ccc2c(=O)c(Oc3ccccc3F)coc2c1
LUMO level = 0.03 eV

The geometry in ORCA input format:
```
! RIJCOSX wB97M-V def2-TZVPD def2/J DEFGRID3
* xyz 0 1
C -7.59 -1.03 -1.92
C -7.73 -1.83 -0.63
C -7.43 -0.97 0.60
N -6.07 -0.49 0.60
C -5.74 0.81 0.53
O -6.54 1.72 0.55
C -4.24 1.08 0.45
O -3.51 -0.12 0.27
C -2.16 -0.06 0.15
C -1.52 -1.30 -0.05
C -0.16 -1.36 -0.19
C 0.62 -0.20 -0.12
C 2.07 -0.27 -0.29
O 2.67 -1.31 -0.52
C 2.72 1.04 -0.17
O 4.06 1.18 -0.37
C 4.90 0.20 0.10
C 4.73 -0.43 1.32
C 5.65 -1.36 1.77
C 6.77 -1.66 1.01
C 6.97 -1.02 -0.20
C 6.04 -0.10 -0.64
F 6.24 0.52 -1.82
C 1.99 2.16 0.03
O 0.65 2.20 0.14
C -0.03 1.03 0.08
C -1.41 1.10 0.21
H -7.83 -1.66 -2.78
H -8.26 -0.18 -1.92
H -6.57 -0.67 -2.04
H -7.05 -2.68 -0.65
H -8.75 -2.21 -0.54
H -8.07 -0.08 0.61
H -7.61 -1.55 1.51
H -5.32 -1.17 0.53
H -4.07 1.77 -0.39
H -3.94 1.59 1.38
H -2.13 -2.19 -0.10
H 0.35 -2.30 -0.35
H 3.85 -0.19 1.92
H 5.49 -1.85 2.72
H 7.48 -2.38 1.36
H 7.83 -1.23 -0.81
H 2.44 3.14 0.08
H -1.86 2.07 0.36
*
```



Energetically preferred structure: (x) | next structure: +0.0947 hartree